No. 1
DFT (ωB97M-V/def2-TZVPD) results for a molecular structure, C44H121N11O11.

Atoms and positions in Å:
C 17.0939 29.2547 -23.6086
C 16.2713 28.3047 -24.5328
C 15.0996 27.3453 -24.1355
O 15.2376 26.7509 -22.8952
C 14.1439 25.9285 -22.5384
N 16.0506 28.9770 -25.8214
H 16.7945 30.2879 -23.7845
H 18.1773 29.2711 -23.7274
H 16.8307 29.2085 -22.5519
H 17.0031 27.5615 -24.8491
H 15.0244 26.6713 -24.9889
H 14.1707 27.9148 -24.1644
H 13.6549 25.3507 -23.3226
H 13.3217 26.3611 -21.9684
H 14.6305 25.1195 -21.9937
H 16.8171 29.6109 -25.9971
H 16.1615 28.3872 -26.6338
C 10.1770 21.2012 -24.3753
C 11.4810 21.8265 -24.0043
C 11.8674 21.4816 -22.5988
O 11.0340 22.0702 -21.6609
C 11.3604 21.7972 -20.3291
N 12.4691 21.5136 -24.9876
H 9.6566 21.7332 -25.1717
H 9.5314 21.3561 -23.5108
H 10.2737 20.1630 -24.6929
H 11.2138 22.8829 -23.9762
H 12.8479 21.9500 -22.5134
H 12.0669 20.4340 -22.3731
H 12.2383 22.3848 -20.0605
H 11.6138 20.7459 -20.1928
H 10.5867 22.0542 -19.6056
H 13.1893 20.9638 -24.5414
H 11.9898 21.0239 -25.7296
C 16.0392 26.7056 -18.5266
C 17.2648 25.9598 -19.1858
C 17.2316 24.4257 -18.8700
O 18.5686 23.9145 -19.0106
C 18.6552 22.5290 -18.8766
N 17.2194 26.2898 -20.6053
H 16.1378 26.6741 -17.4415
H 15.0718 26.3090 -18.8350
H 16.0288 27.7098 -18.9504
H 18.1939 26.3138 -18.7391
H 16.4250 23.9530 -19.4304
H 17.0186 24.0999 -17.8518
H 17.9883 22.1707 -19.6608
H 18.3866 22.0671 -17.9265
H 19.6565 22.1536 -19.0879
H 18.0763 26.0294 -21.0721
H 16.9841 27.2583 -20.7688
C 6.1945 25.2449 -23.2010
C 6.5738 26.3609 -22.2484
C 7.9395 26.0064 -21.6169
O 8.2919 27.0621 -20.5953
C 9.5135 26.6815 -19.8559
N 6.5836 27.6430 -22.8795
H 5.5020 25.6001 -23.9641
H 5.6738 24.4326 -22.6940
H 7.1313 24.7965 -23.5322
H 5.8085 26.4462 -21.4770
H 8.7529 25.6990 -22.2742
H 7.7816 25.0628 -21.0945
H 9.5126 25.8435 -19.1588
H 9.8475 27.5058 -19.2259
H 10.3482 26.5768 -20.5490
H 7.1609 27.5945 -23.7068
H 6.9141 28.3846 -22.2787
C 9.3834 27.4497 -17.1099
C 10.8704 27.5258 -17.5564
C 11.3596 28.8374 -18.1241
O 12.6920 28.8359 -18.4708
C 13.0155 30.1779 -18.9628
N 11.7096 26.9540 -16.4669
H 9.2384 26.4165 -16.7943
H 8.6651 27.5403 -17.9247
H 9.1904 28.1970 -16.3403
H 10.9400 26.7228 -18.2902
H 11.1809 29.4886 -17.2684
H 10.6873 29.1870 -18.9075
H 12.5534 30.9443 -18.3406
H 12.6848 30.3907 -19.9794
H 14.1023 30.1214 -19.0239
H 11.5128 25.9777 -16.2984
H 12.6817 27.0263 -16.7313
C 9.5051 23.7027 -18.8316
C 9.0265 22.3628 -18.5826
C 7.9077 22.3395 -17.6331
O 8.0132 23.3770 -16.6746
C 6.9318 23.5870 -15.7823
N 8.6865 21.7642 -19.8819
H 10.2510 23.7328 -19.6258
H 10.1510 23.9790 -17.9982
H 8.7074 24.4028 -19.0799
H 9.7581 21.6605 -18.1830
H 7.7266 21.4269 -17.0652
H 6.9581 22.5706 -18.1158
H 7.0221 24.5944 -15.3760
H 7.1413 22.7536 -15.1118
H 6.0129 23.5739 -16.3684
H 8.3802 20.8018 -19.8770
H 9.5048 21.9563 -20.4419
C 14.2819 23.2194 -22.2582
C 15.6105 23.2198 -21.5495
C 15.7266 22.2462 -20.3506
O 14.5864 22.4729 -19.5100
C 14.5055 21.7458 -18.3128
N 16.6728 22.8887 -22.4934
H 14.2592 23.2963 -23.3452
H 13.6081 23.8790 -21.7114
H 13.9049 22.1980 -22.2062
H 15.8182 24.2181 -21.1645
H 16.5974 22.4566 -19.7296
H 15.8562 21.2428 -20.7562
H 14.6497 20.6864 -18.5249
H 13.6362 21.8900 -17.6711
H 15.3188 22.0655 -17.6614
H 16.7302 23.7003 -23.0918
H 17.5095 23.0162 -21.9423
C 3.3530 21.7113 -24.0615
C 4.8716 21.9420 -24.0138
C 5.4581 22.5370 -22.6799
O 6.8881 22.6260 -22.8615
C 7.6373 22.9280 -21.7342
N 5.6236 20.6650 -24.0748
H 2.7649 22.5747 -23.7502
H 3.0845 20.9881 -23.2915
H 3.0516 21.3173 -25.0320
H 5.1206 22.6144 -24.8348
H 5.0024 21.9494 -21.8829
H 5.1056 23.5486 -22.4785
H 7.3220 23.8540 -21.2532
H 8.7104 22.9056 -21.9240
H 7.4124 22.1783 -20.9757
H 5.6109 20.6050 -23.0667
H 6.5758 20.9513 -24.2526
C 5.9895 24.7303 -26.9421
C 6.8794 25.7942 -26.3242
C 8.3464 25.3431 -25.8888
O 8.2227 24.5116 -24.7228
C 9.3459 24.6121 -23.8600
N 6.7883 26.9455 -27.1794
H 5.8428 24.0098 -26.1374
H 6.5855 24.2237 -27.7012
H 5.0525 25.2020 -27.2380
H 6.4810 26.1887 -25.3895
H 8.8456 26.3083 -25.8038
H 8.9502 24.8708 -26.6638
H 10.2445 24.5783 -24.4760
H 9.2504 23.8167 -23.1209
H 9.2094 25.5464 -23.3153
H 7.6580 27.2122 -27.6182
H 6.0200 26.8646 -27.8300
C 15.2044 27.5306 -13.5930
C 14.0824 26.6726 -14.3187
C 14.1909 26.3742 -15.8664
O 13.2548 25.4868 -16.4334
C 13.5146 25.1987 -17.8179
N 13.9054 25.4189 -13.4908
H 16.2337 27.2728 -13.8426
H 14.9311 27.4956 -12.5384
H 15.2308 28.5935 -13.8329
H 13.1617 27.2552 -14.3501
H 15.1311 25.8389 -15.9988
H 14.2596 27.2911 -16.4517
H 13.8338 26.0806 -18.3732
H 12.6358 24.7692 -18.2990
H 14.4179 24.6318 -18.0432
H 14.7599 24.8819 -13.4503
H 13.3587 24.8133 -14.0862
C 12.1650 26.4009 -19.4697
C 12.7973 25.0934 -19.9492
C 11.9727 24.6514 -21.1690
O 10.5673 24.3091 -20.7908
C 9.7918 24.2854 -21.9784
N 14.0799 25.4678 -20.3654
H 11.8927 27.0636 -20.2912
H 12.7741 26.9203 -18.7300
H 11.2550 26.1579 -18.9211
H 12.7530 24.2855 -19.2189
H 12.3921 23.8368 -21.7595
H 11.9389 25.4477 -21.9126
H 9.7448 25.2225 -22.5332
H 8.8011 23.8824 -21.7687
H 10.2330 23.5113 -22.6063
H 14.6406 26.0510 -19.7607
H 14.5783 24.6099 -20.5542

The calculation puts the frontier orbital gap at 8.042 eV. The calculation puts the energy at -3177.27154 Ha. For the LUMO energy, the calculation gives 0.370 eV. The HOMO energy is -7.67 eV. As for the energy above the lowest of the compared OMol25 structures with the same formula, charge and spin: 951.8 kcal/mol.


No. 2
DFT (ωB97M-V/def2-TZVPD) results for 13 unconnected molecules or ions with the total composition C44H123N9O13.

Atoms and positions in Å:
C 8.5611 -1.7359 -0.1431
C 7.1762 -1.8565 -0.6867
C 6.4614 -3.1587 -0.1573
O 7.2334 -4.3201 -0.4826
C 6.5829 -5.5383 -0.0620
N 6.4806 -0.7600 -0.1203
H 9.2811 -2.4831 -0.4769
H 8.5454 -1.7244 0.9468
H 8.9261 -0.8038 -0.5746
H 7.1474 -1.9562 -1.7718
H 5.4368 -3.1645 -0.5293
H 6.4130 -3.0470 0.9259
H 5.8292 -5.8709 -0.7758
H 6.1241 -5.5049 0.9262
H 7.3047 -6.3550 -0.0659
H 6.4936 -0.8135 0.8882
H 6.9260 0.0879 -0.4411
C -4.5457 0.1090 -7.0246
C -5.9879 0.5846 -6.7250
C -6.1913 2.0795 -7.1185
O -5.4751 2.9457 -6.2237
C -5.6629 4.3352 -6.5493
N -6.9190 -0.3803 -7.2841
H -3.7956 0.7182 -6.5203
H -4.2291 0.1605 -8.0664
H -4.4526 -0.9469 -6.7708
H -6.1574 0.6678 -5.6515
H -7.2580 2.2648 -6.9929
H -5.9336 2.2477 -8.1642
H -6.7063 4.6381 -6.6369
H -5.1941 4.4306 -7.5286
H -5.2152 4.9503 -5.7687
H -7.0470 -0.1087 -8.2484
H -6.5172 -1.3068 -7.2961
C -1.1740 7.9487 -7.2271
C 0.1312 7.5643 -6.5348
C 0.1233 6.0902 -6.0265
O -0.6853 5.9517 -4.8688
C -0.7593 4.6294 -4.3873
N 1.1725 7.8386 -7.5085
H -1.9809 7.7686 -6.5168
H -1.3380 7.4158 -8.1638
H -1.1320 9.0239 -7.4013
H 0.2643 8.2271 -5.6798
H 1.1227 5.7629 -5.7398
H -0.2256 5.4691 -6.8514
H 0.1629 4.2669 -3.9332
H -0.9732 3.9486 -5.2111
H -1.5410 4.4971 -3.6393
H 1.0278 8.7797 -7.8454
H 2.0425 7.8656 -6.9962
C -0.0907 -1.1265 2.4954
C 0.6910 -0.8872 1.2403
C -0.1841 -0.3350 0.0746
O -0.9344 -1.4481 -0.4742
C -1.8708 -1.1415 -1.4823
N 1.6403 0.1494 1.6055
H -0.6090 -0.2373 2.8543
H 0.5793 -1.5043 3.2678
H -0.8936 -1.8574 2.3994
H 1.0764 -1.8411 0.8801
H 0.5133 0.1178 -0.6302
H -0.8083 0.4711 0.4601
H -1.3858 -1.0151 -2.4502
H -2.4834 -0.2641 -1.2749
H -2.4467 -2.0222 -1.7666
H 2.1667 0.3921 0.7784
H 2.3088 -0.1720 2.2910
C 4.8475 -2.8241 5.3278
C 5.3831 -1.5420 5.9548
C 6.1450 -1.7291 7.2814
O 6.3406 -0.4342 7.8533
C 7.0731 -0.4085 9.0593
N 6.1546 -0.8508 4.9105
H 4.3042 -2.6431 4.4004
H 4.0963 -3.1560 6.0445
H 5.5862 -3.5980 5.1193
H 4.5178 -0.9297 6.2085
H 7.1579 -2.0953 7.1140
H 5.6548 -2.4032 7.9838
H 6.3821 -0.7317 9.8379
H 7.4639 0.5794 9.3033
H 7.9840 -1.0061 9.0260
H 6.9402 -1.4473 4.6935
H 6.6336 -0.0100 5.1999
C -6.7319 -5.1144 0.6047
C -5.6763 -6.2168 0.6694
C -5.1063 -6.5977 -0.7272
O -6.1776 -7.2602 -1.4047
C -5.9354 -7.3554 -2.8231
N -4.6380 -5.7816 1.5761
H -7.6810 -5.4702 0.2036
H -6.5261 -4.2819 -0.0681
H -6.8166 -4.6879 1.6042
H -6.1900 -7.1092 1.0269
H -4.3457 -7.3732 -0.6366
H -4.7067 -5.7926 -1.3437
H -6.2651 -8.3464 -3.1351
H -4.9283 -7.2568 -3.2285
H -6.5656 -6.6446 -3.3575
H -4.4143 -4.8550 1.2422
H -3.8748 -6.4254 1.4236
C 0.8893 0.3995 9.5631
C -0.6441 0.5540 9.7270
C -1.4474 0.3241 8.4228
O -2.8039 0.3316 8.6396
C -3.6653 0.1848 7.5371
N -1.0714 -0.3875 10.6544
H 1.1374 -0.3612 8.8230
H 1.3828 0.2080 10.5159
H 1.2395 1.3779 9.2339
H -0.9630 1.5207 10.1168
H -1.1800 -0.6398 7.9898
H -1.2143 1.1366 7.7346
H -3.3395 -0.6997 6.9897
H -3.7453 1.0798 6.9200
H -4.6997 0.0405 7.8489
H -0.6517 -1.2870 10.4679
H -2.0423 -0.5083 10.4037
C 4.6561 1.2676 -9.4252
C 3.3043 0.6746 -9.6322
C 2.3546 0.7893 -8.4698
O 3.0101 0.0850 -7.3717
C 2.5430 0.2675 -6.1011
N 2.6796 1.1572 -10.8652
H 4.6436 2.3045 -9.0893
H 5.2950 1.3664 -10.3027
H 5.2351 0.7835 -8.6387
H 3.2806 -0.4137 -9.6897
H 1.4046 0.2752 -8.6156
H 2.0805 1.8337 -8.3206
H 1.5167 -0.0624 -5.9400
H 2.7789 1.2906 -5.8084
H 3.1525 -0.2348 -5.3499
H 2.5306 2.1518 -10.7723
H 1.7241 0.8298 -10.8706
C -9.4946 4.1665 -0.6244
C -8.2259 4.1902 -1.4277
C -7.2027 3.2467 -0.8827
O -6.9058 3.7375 0.4564
C -5.7356 3.2189 0.9699
N -8.7053 3.7715 -2.7314
H -9.9113 3.1851 -0.3982
H -10.2759 4.7341 -1.1298
H -9.4774 4.6121 0.3702
H -7.8400 5.2078 -1.4895
H -6.3357 3.3158 -1.5397
H -7.5946 2.2297 -0.8693
H -5.6510 3.4674 2.0278
H -4.8565 3.5535 0.4191
H -5.7096 2.1305 1.0221
H -9.0636 2.8303 -2.6552
H -7.8768 3.5407 -3.2610
C 5.1843 4.9188 -0.9779
C 6.6941 5.2848 -1.0271
O 7.4854 4.2197 -0.5533
H 5.0345 4.6708 0.0729
H 4.8731 4.0122 -1.4970
H 4.4953 5.7239 -1.2332
H 6.8808 6.2237 -0.5059
H 7.0575 5.5457 -2.0211
H 8.4378 4.3397 -0.5634
C 0.8809 -6.9955 -0.6397
C 0.8588 -7.0218 0.9414
O -0.3508 -7.7697 1.2865
H 0.9711 -7.9627 -1.1342
H 1.7416 -6.4150 -0.9717
H -0.0342 -6.5471 -1.0266
H 0.7380 -5.9968 1.2918
H 1.7186 -7.5853 1.3039
H -0.1403 -8.6818 1.4996
C 1.2226 5.4597 5.9665
C 2.3217 4.5496 5.3662
O 3.4942 5.2701 5.4376
H 1.0830 6.2760 5.2578
H 1.4557 5.8240 6.9670
H 0.3233 4.8483 6.0413
H 2.0685 4.3477 4.3254
H 2.3518 3.5703 5.8437
H 4.2484 4.7111 5.2367
C -0.7355 -5.8813 6.8785
C -0.2448 -5.1426 8.1292
O 0.1453 -6.0486 9.1698
H -1.1455 -5.0754 6.2699
H -1.5570 -6.5688 7.0798
H -0.0333 -6.4792 6.2975
H -0.9551 -4.4127 8.5174
H 0.6438 -4.5711 7.8609
H 1.0498 -6.3307 9.0154

The calculation puts the frontier orbital gap at 9.022 eV. The calculation puts the energy at -3220.73877 Ha. For the LUMO energy, the calculation gives 0.003 eV. The HOMO energy is -9.02 eV. As for the energy above the lowest of the compared OMol25 structures with the same formula, charge and spin: 148.8 kcal/mol.